Molecular formula: C22H51AlBCl6FN3O11P2
Method: DFT, ωB97M-V/def2-TZVPD

Its net charge is +1. The electronic energy is -5671.294045 hartree. The calculation puts the strongest force on any atom at 4.4 eV/Å.

The geometry in XYZ format:
```
98
Properties=species:S:1:pos:R:3:forces:R:3:lowdin_charge:R:1
C 5.525 -0.902 3.074 0.259 -0.121 -0.118 -0.0567
C 5.969 -1.269 1.657 0.469 -0.064 0.702 -0.2534
O 5.429 -2.511 1.223 0.009 0.216 -0.313 -0.1404
C 4.339 -2.418 0.338 -0.285 -0.118 -0.287 -0.1801
C 2.976 -2.573 1.013 0.560 0.308 0.118 -0.1884
O 2.429 -3.888 0.868 0.010 0.326 0.805 -0.3063
C 1.446 -3.994 -0.201 -0.487 0.159 0.248 -0.0735
B 0.018 -3.529 0.303 -1.109 -0.809 -2.491 -0.6924
O -0.477 -2.165 0.040 0.204 0.281 0.404 0.0583
C -1.699 -2.207 0.667 -0.248 -0.248 0.586 -0.3175
C -2.518 -0.925 0.731 0.267 0.497 -0.404 -0.0731
C -1.743 0.356 0.378 0.218 0.953 0.168 -0.3673
C -2.649 1.363 -0.333 1.220 -0.779 1.164 -0.0395
C -1.121 1.026 1.613 0.035 -0.596 -0.385 -0.0588
C -1.286 -2.867 2.076 -0.665 0.814 0.239 -0.3146
P -2.766 -3.731 2.868 1.277 -1.475 1.011 0.9484
O -3.726 -2.511 3.273 -0.124 0.115 -0.627 -0.2059
O -3.500 -4.632 1.754 -0.350 0.963 0.088 -0.2053
O -0.201 -3.709 1.790 0.141 -0.085 0.384 -0.2311
H 6.198 -1.368 3.790 -0.054 -0.097 0.115 0.0750
H 5.592 0.172 3.233 -0.153 0.094 0.024 0.0761
H 4.526 -1.267 3.294 -0.175 0.207 -0.028 0.0589
H 5.794 -0.459 0.948 -0.338 -0.104 -0.180 0.1148
H 7.049 -1.408 1.698 0.092 -0.024 -0.210 0.1163
H 4.326 -1.482 -0.223 0.298 0.178 0.107 0.1288
H 4.465 -3.202 -0.409 -0.183 -0.173 0.029 0.1183
H 2.302 -1.784 0.675 -0.378 -0.308 -0.220 0.1418
H 3.124 -2.403 2.082 0.068 -0.021 0.082 0.0598
H 1.367 -5.038 -0.478 0.326 -0.168 0.231 0.0854
H 1.752 -3.486 -1.117 0.276 0.174 0.101 0.1345
H -0.814 -4.250 -0.275 0.198 -0.166 0.154 0.1503
H -2.352 -2.955 0.204 0.256 -0.220 -0.204 0.1228
H -3.002 -0.774 1.696 0.023 -0.053 0.102 0.1137
H -3.322 -1.029 -0.001 -0.122 -0.167 -0.007 0.1242
H -0.910 0.157 -0.293 -0.130 -0.596 -0.144 0.1319
H -2.853 2.177 0.364 -0.664 0.106 -0.119 0.0639
H -3.635 0.896 -0.670 -0.604 0.628 -0.921 0.0947
H -2.144 1.724 -1.223 -0.584 -0.169 -0.332 0.0526
H -0.829 2.028 1.309 0.190 0.151 0.410 0.0608
H -1.833 1.046 2.434 -0.043 0.260 0.069 0.0487
H -0.246 0.457 1.934 0.110 0.098 0.085 0.0797
H -0.975 -2.170 2.863 -0.185 0.331 -0.098 0.1241
H -4.630 -2.591 2.939 -0.163 0.224 0.185 0.0910
H -4.154 -4.105 1.264 -0.004 -0.394 -0.490 0.0838
C 3.214 -7.457 -3.727 0.073 -0.146 0.038 -0.1092
C 2.261 -7.397 -2.550 -0.002 -0.160 0.054 -0.1089
O 1.926 -6.004 -2.501 0.144 -0.267 -0.167 0.0252
C 2.129 -5.479 -3.740 -0.041 0.004 -0.015 -0.5672
O 1.789 -4.391 -4.063 -0.012 0.166 0.004 0.1768
O 2.770 -6.363 -4.536 -0.013 -0.048 0.117 0.0702
H 3.156 -8.391 -4.278 -0.070 0.092 -0.154 0.1350
H 4.251 -7.279 -3.436 -0.011 0.027 0.024 0.1329
H 1.350 -7.972 -2.719 -0.003 0.017 -0.051 0.1367
H 2.716 -7.717 -1.616 -0.013 0.184 0.067 0.1141
C 3.245 -7.430 2.560 0.260 0.148 0.149 -1.9930
Cl 3.132 -8.018 4.208 -0.031 0.017 -0.023 0.5825
Cl 3.441 -8.772 1.444 -0.042 0.001 -0.032 0.5709
Cl 1.721 -6.569 2.144 -0.332 -0.969 -0.457 0.5727
Cl 4.581 -6.298 2.401 -0.034 0.016 -0.019 0.5824
Al 1.411 -4.074 2.912 0.154 0.769 0.059 0.6739
O -0.869 4.355 0.199 1.974 1.661 0.129 -0.2525
P -1.338 5.523 -0.608 -4.146 -0.565 -1.507 0.7015
N -2.711 6.061 0.222 0.194 -0.100 0.159 -0.3152
C -3.753 6.870 -0.385 0.152 0.457 -0.387 -0.1106
C -2.476 6.489 1.604 0.230 -0.502 0.333 -0.1214
N -1.875 4.610 -2.022 -0.802 -1.000 0.506 -0.2216
C -3.210 4.046 -2.024 -0.011 0.448 -0.646 -0.0801
C -0.904 3.617 -2.446 0.433 0.778 -0.482 -0.0928
N -0.989 6.969 -1.510 2.150 -0.773 1.115 -0.2890
C -1.090 7.012 -2.968 -0.133 -0.252 -0.296 -0.1114
C 0.293 7.584 -1.085 -0.128 0.132 0.407 -0.1101
H -3.486 7.932 -0.445 0.026 -0.031 0.017 0.0910
H -4.661 6.786 0.216 0.054 -0.050 0.068 0.0913
H -4.011 6.534 -1.385 0.123 0.044 -0.011 0.0581
H -2.030 7.487 1.693 -0.103 0.015 -0.175 0.0889
H -1.825 5.771 2.104 0.000 0.018 -0.006 0.0741
H -3.428 6.494 2.136 0.004 0.087 0.013 0.0753
H -3.440 3.520 -1.082 -0.033 -0.006 0.027 0.0842
H -3.318 3.334 -2.841 0.099 -0.172 0.141 0.0998
H -3.969 4.812 -2.188 -0.017 -0.010 0.239 0.0821
H -0.955 2.713 -1.827 0.045 0.058 0.041 0.0747
H 0.112 4.011 -2.383 -0.016 -0.031 0.091 0.0929
H -1.090 3.343 -3.486 -0.156 -0.076 0.034 0.1118
H -0.383 6.350 -3.476 0.013 0.032 -0.032 0.0854
H -0.883 8.035 -3.286 0.061 0.007 0.161 0.0954
H -2.098 6.778 -3.300 -0.002 -0.101 0.047 0.0797
H 1.157 7.000 -1.415 0.019 0.067 -0.065 0.0862
H 0.331 7.658 0.005 -0.006 -0.034 -0.033 0.0812
H 0.382 8.593 -1.482 -0.110 -0.010 -0.036 0.0861
C -4.895 4.018 2.230 -0.075 0.050 -0.051 -1.0251
Cl -5.981 2.885 1.424 0.022 0.025 -0.058 0.5377
Cl -3.635 3.181 3.150 0.021 0.092 0.031 0.5460
H -4.412 4.630 1.475 0.056 -0.115 -0.052 -0.0205
H -5.470 4.633 2.912 -0.021 -0.073 0.060 0.0301
O 5.796 -2.756 -2.781 -0.027 0.036 0.087 -0.0467
H 5.363 -3.614 -2.796 -0.011 -0.015 -0.082 0.0273
H 6.195 -2.698 -1.908 0.086 -0.012 -0.020 0.0254
F -4.780 1.249 -1.912 0.550 -0.063 0.604 -0.3583
```
Forces are in eV/Å.